Entry 1:
The following is a DFT calculation (the ωB97M-V functional and the def2-TZVPD basis) of a cluster of 2 separate species, C5H13NO2 in total.

Summary:
SMILES: CNC(=O)C(C)C.O
ΔE to the lowest compared entry with this formula, charge and spin (kJ/mol): 59.0

Structure (ORCA input):
```
! RIJCOSX wB97M-V def2-TZVPD def2/J DEFGRID3
* xyz 0 1
C -2.337 -0.744 -1.049
N -0.978 -0.284 -1.248
C 0.097 -0.436 -0.412
O 1.098 0.235 -0.584
C -0.059 -1.421 0.739
C 1.284 -2.005 1.133
C -0.632 -0.611 1.906
H -2.981 -0.290 -1.793
H -2.725 -0.493 -0.063
H -2.415 -1.827 -1.126
H -0.836 0.471 -1.901
H -0.751 -2.194 0.392
H 2.056 -1.260 0.937
H 1.346 -2.306 2.181
H 1.553 -2.907 0.582
H 0.021 0.192 2.218
H -0.816 -1.250 2.760
H -1.567 -0.087 1.681
O 1.579 4.578 -0.487
H 1.059 4.295 -1.244
H 1.380 3.912 0.177
*
```

Entry 2:
The following is a DFT calculation (the ωB97M-V functional and the def2-TZVPD basis) of a structure of composition C30H28N5Ta at a distorted geometry.

Summary:
ΔE to the lowest compared entry with this formula, charge and spin (kJ/mol): 133.9

Structure (ORCA input):
```
! RIJCOSX wB97M-V def2-TZVPD def2/J DEFGRID3
* xyz 4 1
Ta -0.044 -0.289 0.026
C 0.126 2.594 1.345
N 0.690 1.919 0.160
C 2.166 1.870 0.235
C 2.639 0.996 -0.875
C 3.816 1.189 -1.563
C 4.184 0.273 -2.544
C 3.358 -0.815 -2.797
C 2.195 -0.950 -2.074
N 1.823 -0.055 -1.127
C 0.240 2.612 -1.067
C -1.218 2.366 -1.218
C -2.064 3.300 -1.776
C -3.407 2.990 -1.940
C -3.865 1.750 -1.512
C -2.967 0.863 -0.970
N -1.648 1.141 -0.806
C 0.162 1.641 2.480
C 0.272 2.046 3.795
C 0.247 1.096 4.803
C 0.107 -0.246 4.460
C -0.003 -0.586 3.135
N 0.027 0.337 2.129
H 0.656 3.524 1.566
H -0.912 2.868 1.141
H 2.609 2.868 0.208
H 2.447 1.424 1.195
H 4.446 2.039 -1.332
H 5.103 0.407 -3.100
H 3.609 -1.549 -3.552
H 1.533 -1.791 -2.244
H 0.467 3.681 -1.027
H 0.776 2.211 -1.929
H -1.675 4.259 -2.093
H -4.084 3.703 -2.396
H -4.906 1.473 -1.608
H -3.303 -0.112 -0.662
H 0.368 3.099 4.027
H 0.338 1.395 5.841
H 0.086 -1.018 5.216
H -0.095 -1.620 2.845
N -1.934 -1.523 0.758
C -2.117 -2.853 0.183
C -3.336 -3.194 -0.328
C -3.550 -4.488 -0.849
C -2.511 -5.427 -0.877
C -1.293 -5.095 -0.352
C -1.048 -3.797 0.203
C 0.221 -3.484 0.762
C 0.961 -4.524 1.399
C 2.237 -4.311 1.860
C 2.825 -3.055 1.698
C 2.096 -2.003 1.122
C 0.786 -2.159 0.667
H -2.825 -1.045 0.670
H -1.753 -1.611 1.758
H -4.166 -2.497 -0.299
H -4.532 -4.753 -1.220
H -2.673 -6.405 -1.311
H -0.484 -5.813 -0.385
H 0.493 -5.488 1.556
H 2.785 -5.111 2.342
H 3.850 -2.895 2.012
H 2.598 -1.047 1.041
*
```

Entry 3:
The following is a DFT calculation (the ωB97M-V functional and the def2-TZVPD basis) of a structure of composition C8H16CrO4 at a distorted geometry.

Summary:
Calculated total energy (Ha): -1659.10120

Structure (ORCA input):
```
! RIJCOSX wB97M-V def2-TZVPD def2/J DEFGRID3
* xyz 2 5
C 1.160 -2.299 -0.212
C -0.269 -2.399 -0.205
O -0.972 -1.253 0.108
C -2.247 -1.074 -0.529
C -2.882 0.152 0.077
O -1.901 1.191 0.079
C -2.427 2.489 0.355
H 1.555 -1.933 0.749
H 1.626 -3.233 -0.540
H -0.815 -3.107 -0.831
H -2.878 -1.954 -0.353
H -2.082 -0.945 -1.607
H -3.216 -0.030 1.108
H -3.744 0.457 -0.532
H -1.577 3.170 0.467
H -3.056 2.812 -0.484
H -3.017 2.466 1.281
O 1.375 0.989 1.683
C 2.613 0.906 1.059
C 2.479 1.110 -0.447
O 1.403 0.275 -0.938
C 1.750 -1.013 -1.402
Cr -0.042 0.527 0.519
H 3.077 -0.087 1.236
H 3.329 1.664 1.430
H 3.399 0.878 -0.999
H 2.185 2.144 -0.673
H 1.331 -1.182 -2.399
H 2.835 -1.161 -1.393
*
```

Entry 4:
The following is a DFT calculation (the ωB97M-V functional and the def2-TZVPD basis) of a cluster of 8 separate species, C43H99N11O8 in total at a distorted geometry.

Summary:
SMILES: CC1(C)CCCC(C)(C)N1O.CC1(C)CCCC(C)(C)N1O.CC1(C)CCCC(C)(C)N1O.CC1(C)CCCC(C)(C)N1O.COC[C@H](C)N.NC(N)=O.NC(N)=O.NC(N)=O
ΔE to the lowest compared entry with this formula, charge and spin (kJ/mol): 0.0

Structure (ORCA input):
```
! RIJCOSX wB97M-V def2-TZVPD def2/J DEFGRID3
* xyz 0 1
C -9.853 -21.757 -9.747
C -10.550 -21.218 -8.471
C -9.967 -19.844 -8.178
C -12.029 -21.004 -8.835
C -12.885 -22.254 -8.723
C -12.748 -22.851 -7.343
C -11.281 -23.201 -7.024
C -11.193 -23.521 -5.538
C -10.842 -24.449 -7.803
N -10.412 -22.047 -7.281
O -9.061 -22.353 -7.042
H -9.950 -20.990 -10.519
H -8.781 -21.911 -9.618
H -10.377 -22.640 -10.096
H -10.534 -19.361 -7.378
H -8.941 -19.908 -7.811
H -9.999 -19.197 -9.055
H -12.404 -20.245 -8.135
H -12.159 -20.544 -9.817
H -13.915 -21.978 -8.964
H -12.577 -23.001 -9.463
H -13.263 -23.814 -7.294
H -13.152 -22.217 -6.551
H -11.754 -24.429 -5.303
H -11.604 -22.692 -4.960
H -10.178 -23.707 -5.185
H -9.837 -24.738 -7.478
H -10.753 -24.336 -8.886
H -11.473 -25.323 -7.634
H -8.753 -22.881 -7.794
C -8.409 -14.990 -23.118
C -8.367 -14.595 -21.635
C -6.973 -13.991 -21.360
C -9.344 -13.460 -21.315
C -10.790 -13.931 -21.099
C -10.823 -15.024 -20.032
C -9.865 -16.181 -20.303
C -9.686 -16.922 -18.964
C -10.442 -17.192 -21.306
N -8.566 -15.700 -20.722
O -7.579 -16.698 -20.785
H -8.087 -14.169 -23.759
H -7.771 -15.860 -23.266
H -9.436 -15.235 -23.399
H -6.816 -13.766 -20.302
H -6.177 -14.681 -21.659
H -6.835 -13.073 -21.933
H -9.025 -12.836 -20.477
H -9.331 -12.792 -22.183
H -11.374 -13.073 -20.762
H -11.162 -14.258 -22.074
H -11.820 -15.453 -19.948
H -10.478 -14.512 -19.127
H -10.646 -17.113 -18.482
H -9.125 -16.233 -18.323
H -9.115 -17.844 -19.043
H -10.450 -16.855 -22.344
H -11.484 -17.468 -21.101
H -9.890 -18.133 -21.271
H -6.883 -16.364 -20.209
C -9.777 -20.001 -15.752
C -9.386 -19.046 -14.621
C -7.995 -19.427 -14.103
C -9.340 -17.654 -15.264
C -9.369 -16.493 -14.293
C -10.553 -16.658 -13.341
C -10.592 -17.994 -12.607
C -9.496 -18.090 -11.544
C -11.965 -18.118 -11.943
N -10.455 -19.027 -13.641
O -10.836 -20.304 -13.172
H -10.845 -19.970 -15.964
H -9.246 -19.745 -16.675
H -9.452 -21.028 -15.575
H -8.018 -20.361 -13.533
H -7.294 -19.554 -14.928
H -7.605 -18.687 -13.404
H -8.441 -17.602 -15.897
H -10.092 -17.547 -16.055
H -8.441 -16.445 -13.716
H -9.485 -15.536 -14.804
H -11.498 -16.409 -13.832
H -10.449 -15.873 -12.579
H -8.540 -17.632 -11.802
H -9.275 -19.133 -11.298
H -9.807 -17.635 -10.601
H -12.012 -18.455 -10.908
H -12.613 -18.712 -12.579
H -12.374 -17.104 -11.866
H -11.535 -20.588 -13.778
C -16.281 -17.546 -12.775
C -16.395 -17.538 -14.294
C -17.287 -18.718 -14.739
C -17.026 -16.227 -14.739
C -16.959 -15.985 -16.241
C -15.507 -16.071 -16.721
C -14.753 -17.322 -16.262
C -15.035 -18.496 -17.239
C -13.262 -17.017 -16.416
N -15.049 -17.590 -14.867
O -14.294 -18.701 -14.376
H -17.275 -17.505 -12.326
H -15.718 -18.402 -12.408
H -15.735 -16.667 -12.416
H -18.343 -18.505 -14.567
H -17.214 -18.847 -15.818
H -16.954 -19.645 -14.275
H -18.040 -16.144 -14.343
H -16.482 -15.390 -14.279
H -17.589 -16.732 -16.740
H -17.380 -15.024 -16.539
H -15.009 -15.150 -16.406
H -15.549 -16.098 -17.813
H -16.082 -18.726 -17.447
H -14.698 -19.405 -16.730
H -14.502 -18.335 -18.171
H -13.021 -16.737 -17.444
H -12.592 -17.793 -16.043
H -12.994 -16.105 -15.862
H -13.564 -18.216 -13.979
C -16.273 -17.483 -8.362
O -15.234 -16.641 -8.792
C -13.958 -17.211 -8.552
C -12.886 -16.192 -8.908
C -11.506 -16.683 -8.556
N -13.165 -14.888 -8.194
H -16.455 -17.338 -7.287
H -16.027 -18.533 -8.544
H -17.214 -17.223 -8.847
H -13.866 -17.455 -7.479
H -13.893 -18.147 -9.125
H -12.979 -15.941 -9.965
H -11.309 -16.669 -7.481
H -10.723 -16.040 -8.973
H -11.290 -17.656 -8.996
H -14.180 -14.929 -8.091
H -12.870 -15.105 -7.237
N -11.271 -23.762 -12.356
C -10.431 -24.039 -13.403
N -9.565 -23.027 -13.719
O -10.540 -25.037 -14.086
H -11.882 -24.521 -12.116
H -11.123 -22.998 -11.725
H -9.190 -23.100 -14.647
H -9.556 -22.111 -13.301
N -11.675 -13.285 -12.854
C -12.862 -13.843 -12.452
N -13.685 -14.232 -13.493
O -13.156 -14.083 -11.298
H -11.600 -12.920 -13.786
H -11.082 -12.927 -12.128
H -13.514 -13.851 -14.406
H -14.562 -14.666 -13.273
N -15.141 -21.535 -15.068
C -13.990 -22.236 -15.313
N -14.116 -23.315 -16.159
O -12.887 -21.841 -14.967
H -16.044 -21.902 -15.302
H -14.987 -20.598 -14.730
H -15.001 -23.485 -16.598
H -13.296 -23.853 -16.363
*
```

Entry 5:
The following is a DFT calculation (the ωB97M-V functional and the def2-TZVPD basis) of a structure of composition C5H7NO2 at a distorted geometry.

Summary:
ΔE to the lowest compared entry with this formula, charge and spin (kJ/mol): 326.7

Structure (ORCA input):
```
! RIJCOSX wB97M-V def2-TZVPD def2/J DEFGRID3
* xyz 0 1
C -2.366 -0.342 0.541
C -0.896 -0.104 0.461
C -0.299 0.088 -0.876
O -0.238 0.041 1.517
N -0.815 0.606 -1.835
H -2.605 -0.853 1.475
H -2.708 -0.912 -0.320
H -2.884 0.621 0.522
C 2.228 0.580 -0.155
C 1.475 -0.391 -0.866
O 2.035 0.857 1.077
H 0.974 0.427 1.404
H 2.926 1.234 -0.681
H 1.747 -0.503 -1.908
H 1.427 -1.350 -0.354
*
```

Entry 6:
The following is a DFT calculation (the ωB97M-V functional and the def2-TZVPD basis) of a cluster of 10 separate species, C20H60N10O10 in total at a distorted geometry.

Summary:
SMILES: NC(N)=O.NC(N)=O.NC(N)=O.NC(N)=O.NC(N)=O.CC(C)O.CC(C)O.CC(C)O.CC(C)O.CC(C)O
ΔE to the lowest compared entry with this formula, charge and spin (kJ/mol): 0.0

Structure (ORCA input):
```
! RIJCOSX wB97M-V def2-TZVPD def2/J DEFGRID3
* xyz 0 1
N -1.912 0.512 3.571
C -1.424 0.013 4.749
N -0.113 -0.376 4.660
O -2.051 -0.030 5.800
H -1.307 0.417 2.770
H -2.907 0.575 3.455
H 0.437 -0.340 3.820
H 0.390 -0.628 5.489
N 2.854 -3.568 -2.896
C 2.093 -4.151 -1.925
N 2.268 -3.670 -0.662
O 1.281 -5.031 -2.182
H 3.575 -2.897 -2.675
H 2.735 -3.839 -3.853
H 2.886 -2.918 -0.419
H 1.672 -4.054 0.047
N -6.898 0.516 0.196
C -5.734 -0.202 0.023
N -4.709 0.184 0.821
O -5.692 -1.190 -0.699
H -6.910 1.357 0.743
H -7.729 0.304 -0.320
H -3.786 -0.222 0.700
H -4.719 1.049 1.356
N 0.974 -1.050 -3.284
C 0.292 -0.281 -4.178
N 0.741 -0.367 -5.476
O -0.588 0.511 -3.865
H 1.804 -1.540 -3.557
H 0.812 -0.921 -2.301
H 0.311 0.205 -6.177
H 1.296 -1.162 -5.734
N -0.768 -2.360 -0.587
C -1.811 -1.503 -0.776
N -2.492 -1.597 -1.942
O -2.122 -0.642 0.065
H -0.357 -2.357 0.330
H -0.666 -3.129 -1.229
H -3.075 -0.818 -2.190
H -2.192 -2.270 -2.623
C -2.577 3.742 -2.396
C -2.272 3.792 -3.886
C -2.271 5.226 -4.408
O -0.962 3.312 -4.152
H -3.626 3.997 -2.241
H -1.923 4.409 -1.831
H -2.366 2.739 -2.010
H -3.058 3.254 -4.432
H -1.448 5.801 -3.988
H -3.225 5.693 -4.140
H -2.208 5.225 -5.495
H -0.804 2.462 -3.715
C -4.431 4.794 3.152
C -4.639 3.824 2.002
C -3.454 3.750 1.074
O -4.897 2.506 2.519
H -4.114 5.792 2.846
H -3.598 4.437 3.768
H -5.314 4.853 3.790
H -5.550 4.120 1.464
H -3.300 4.697 0.550
H -3.639 2.998 0.309
H -2.543 3.628 1.663
H -5.696 2.526 3.054
C 2.035 -0.402 0.093
C 1.080 0.648 0.592
C 0.335 1.323 -0.554
O 0.152 -0.046 1.442
H 2.627 -0.985 0.804
H 2.814 -0.033 -0.592
H 1.459 -1.121 -0.494
H 1.539 1.451 1.172
H 1.011 1.935 -1.153
H -0.454 1.963 -0.152
H -0.186 0.591 -1.175
H -0.650 -0.291 0.927
C 4.335 -1.949 3.555
C 2.832 -2.036 3.673
C 2.322 -3.420 3.326
O 2.443 -1.830 5.047
H 4.656 -2.148 2.526
H 4.778 -2.767 4.135
H 4.824 -1.032 3.887
H 2.309 -1.319 3.028
H 2.833 -4.178 3.923
H 2.554 -3.665 2.283
H 1.250 -3.495 3.490
H 3.080 -1.241 5.462
C 5.746 -1.231 0.352
C 6.086 -1.880 -0.959
C 6.271 -3.389 -0.828
O 5.023 -1.623 -1.900
H 5.666 -0.152 0.205
H 6.525 -1.403 1.090
H 4.784 -1.607 0.700
H 7.037 -1.547 -1.386
H 6.666 -3.878 -1.720
H 5.345 -3.917 -0.566
H 6.938 -3.664 -0.003
H 5.396 -1.768 -2.776
*
```

Entry 7:
The following is a DFT calculation (the ωB97M-V functional and the def2-TZVPD basis) of a structure of composition C3H7FO2 at a distorted geometry.

Summary:
ΔE to the lowest compared entry with this formula, charge and spin (kJ/mol): 210.1

Structure (ORCA input):
```
! RIJCOSX wB97M-V def2-TZVPD def2/J DEFGRID3
* xyz 0 1
C 1.996 -0.579 -0.331
C -1.901 -0.121 0.331
C 0.018 0.410 0.406
O -2.312 0.205 -0.915
O 0.581 -0.626 -0.344
F 0.092 1.602 -0.129
H 2.256 -1.574 -0.470
H 2.289 -0.222 0.598
H 2.428 0.116 -1.129
H -1.701 -1.207 0.596
H -2.186 0.553 1.197
H 0.336 0.450 1.388
H -1.897 0.992 -1.197
*
```

Entry 8:
The following is a DFT calculation (the ωB97M-V functional and the def2-TZVPD basis) of a structure of composition C38H34FN7O3S5Sr.

Summary:
ΔE to the lowest compared entry with this formula, charge and spin (kJ/mol): 158.8

Structure (ORCA input):
```
! RIJCOSX wB97M-V def2-TZVPD def2/J DEFGRID3
* xyz 0 1
Sr 1.676 -2.348 -0.279
C -0.828 -7.017 -1.660
C -0.013 -7.270 -0.562
C 0.276 -6.264 0.343
C -0.248 -4.980 0.156
C -1.030 -4.720 -0.967
C -1.329 -5.742 -1.860
N 0.098 -3.932 1.033
C -0.408 -3.966 2.259
C -1.451 -4.892 2.629
C -2.041 -4.911 3.856
C -1.659 -4.018 4.880
C -0.668 -3.130 4.593
C -0.023 -3.068 3.331
N 0.964 -2.137 3.315
N 1.645 -1.959 2.263
C 2.627 -0.962 2.383
C 2.985 -0.320 3.570
C 3.953 0.665 3.498
C 4.523 0.983 2.270
C 4.109 0.275 1.152
N 3.190 -0.681 1.211
H -1.049 -7.810 -2.364
H 0.412 -8.256 -0.421
H 0.935 -6.443 1.183
H -1.396 -3.715 -1.137
H -1.944 -5.528 -2.726
H -1.795 -5.584 1.875
H -2.831 -5.631 4.037
H -2.131 -4.050 5.852
H -0.307 -2.421 5.328
H 2.514 -0.602 4.498
H 4.267 1.183 4.396
H 5.283 1.745 2.178
H 4.533 0.466 0.173
F -2.198 3.750 2.516
C -2.003 3.422 1.203
C -1.285 2.298 0.907
C -1.028 1.973 -0.423
C -0.233 0.772 -0.707
O 0.220 0.082 0.204
C -0.044 0.497 -2.113
C -0.561 1.310 -3.048
N -1.270 2.460 -2.763
C -1.821 3.244 -3.834
C -0.968 3.522 -5.034
C -1.279 4.629 -4.068
C -1.529 2.787 -1.452
C -2.295 3.912 -1.115
C -2.520 4.257 0.209
N -3.260 5.444 0.469
C -2.712 6.686 -0.020
C -1.845 7.368 1.033
N -2.710 7.620 2.242
C -3.295 6.340 2.792
C -4.040 5.622 1.669
C 0.784 -0.747 -2.361
O 2.019 -0.608 -2.380
O 0.171 -1.833 -2.248
H -0.888 1.660 1.687
H -0.442 1.106 -4.102
H -2.882 3.089 -4.002
H -1.454 3.520 -5.997
H 0.044 3.145 -5.022
H -1.972 5.402 -4.369
H -0.468 4.934 -3.420
H -2.735 4.522 -1.890
H -3.529 7.364 -0.302
H -2.120 6.514 -0.915
H -1.450 8.328 0.703
H -1.030 6.725 1.364
H -3.468 8.255 1.977
H -2.171 8.089 2.970
H -3.955 6.610 3.614
H -2.453 5.764 3.164
H -4.924 6.221 1.408
H -4.405 4.667 2.036
C 2.158 -5.002 -3.516
S 3.411 -6.147 -2.914
C 4.638 -5.012 -2.390
C 4.696 -4.389 -1.189
S 3.628 -4.502 0.168
S 6.075 -3.320 -0.995
C 6.805 -3.543 -2.549
S 8.183 -2.764 -3.030
S 5.926 -4.648 -3.527
H 1.380 -5.597 -3.992
H 2.570 -4.301 -4.240
H 1.693 -4.455 -2.696
*
```